29
Properties=species:S:1:pos:R:3:forces:R:3:mulliken_charge:R:1 method="wB97M-V/def2-TZVPD" multiplicity=3 orbital_gap_ev="4.798 / 7.939" mol_weight_da=221.28 s_squared=2.0082 lumo_energy_ev="0.6 / -2.6" max_force_ev_per_a=5.6
H 1.921436 -3.085848 1.435553 0.25 -0.29 -0.49 0.3430
C 2.155372 1.351778 -0.172694 -3.69 2.62 -0.05 -1.5609
O -3.712300 -0.392408 1.553059 1.66 -2.61 3.35 -0.3607
O -0.976279 -2.453393 -0.084729 -0.24 -1.33 0.08 -0.4180
C -4.140151 0.167054 0.676846 -0.73 1.66 -1.31 0.7935
H 1.827845 -1.926966 -0.049892 -0.68 -1.43 1.25 0.1309
C 0.572879 1.367791 -2.204179 1.36 2.19 4.99 -1.7640
H 0.934080 -0.593647 1.739415 1.25 0.70 1.03 0.3766
H 0.297391 3.232550 -0.272668 -0.39 1.62 0.25 0.5207
C 1.336553 -2.780560 0.568399 -1.69 0.96 -0.79 -1.0301
O -2.382391 -0.684476 -0.930374 -0.60 0.94 -0.19 -0.4815
H 0.969112 -3.525285 -0.152782 1.35 -0.50 0.39 0.3913
C 0.638461 1.319943 -0.606013 2.69 4.25 -1.49 1.0147
H 0.926005 0.431595 -2.431229 1.36 -1.99 -1.49 0.4739
O -4.589786 0.846535 -0.119748 -1.06 1.05 -1.85 -0.3777
H 2.122935 1.143378 0.893079 0.75 0.54 0.27 0.3374
H -0.416033 1.448816 -2.477725 -2.12 0.67 -1.16 0.4255
H 2.577683 0.559086 -0.662660 1.80 -1.79 -1.32 0.4092
H 0.122854 2.248744 1.247017 -0.65 0.55 -0.45 0.3285
S -1.021340 -1.134043 -1.077011 0.13 -1.85 0.14 0.3841
C -0.092458 -2.316321 1.038980 0.11 -0.78 0.54 0.2286
H -0.613164 -2.902209 1.854696 1.06 0.45 -0.83 0.3729
H -0.845601 -0.383634 1.724401 -0.97 0.43 1.09 0.3677
H -1.243723 2.240147 -0.054052 0.37 0.62 0.48 0.2463
H 2.549161 2.385519 -0.512538 0.06 -1.58 0.92 0.4490
C 0.015034 -0.843995 1.314621 -1.03 -0.71 -2.83 -0.8022
H 1.249232 2.244148 -2.362241 -0.67 -0.80 -1.02 0.4683
C -0.175651 2.394923 0.188090 0.97 -2.97 -1.04 -1.4499
N -0.007158 -0.359222 -0.063621 -0.67 -0.62 1.54 0.1828

=====

15
Properties=species:S:1:pos:R:3:forces:R:3:mulliken_charge:R:1 method="wB97M-V/def2-TZVPD" e_above_lowest_kj_mol=592.7 orbital_gap_ev=7.674 mol_weight_da=116.18 lumo_energy_ev=-0.9 max_force_ev_per_a=5.5
H -2.903166 -0.985397 1.870008 -0.23 0.71 -0.83 0.3053
H 1.357321 1.244924 0.882168 1.41 2.54 -0.81 0.3988
C 0.629351 -1.521632 -0.255044 -1.18 3.07 -1.93 -1.0069
H -0.844343 0.072788 -2.032062 -0.52 -0.20 -0.23 0.3934
H -0.736954 1.558029 -1.151916 0.40 0.77 0.39 0.3575
H -0.233590 0.821096 1.453560 -1.64 1.51 1.16 0.3772
C -0.822221 0.500376 -1.039095 1.32 -2.35 0.18 -0.6337
C -2.248012 -0.923582 0.985020 0.81 0.57 -2.16 -0.4795
C 0.221703 -0.250864 -0.202019 1.18 0.22 1.02 0.5988
H 1.109204 -0.092840 1.793443 0.03 -0.65 -0.16 0.4136
O -3.026570 1.555319 0.203904 0.77 -0.21 -1.48 -0.5881
H 0.468240 -2.131440 -1.054175 -1.24 -1.67 -2.22 0.3638
S -2.347632 0.273100 -0.163893 -2.97 -0.91 4.58 0.5581
H 1.461640 -1.825511 0.231074 2.10 -0.77 2.47 0.3913
C 0.655701 0.518014 1.019985 -0.24 -2.64 0.01 -1.4495

=====

26
Properties=species:S:1:pos:R:3:forces:R:3:mulliken_charge:R:1 method="wB97M-V/def2-TZVPD" e_above_lowest_kj_mol=15.1 total_charge=+1 multiplicity=2 orbital_gap_ev="5.786 / 4.942" mol_weight_da=387.29 s_squared=0.8673 lumo_energy_ev="-5.1 / -5.9" max_force_ev_per_a=0.9
N -0.450855 -1.097492 0.969192 -0.10 0.06 0.01 -0.0159
H 1.370128 0.304040 3.971168 0.00 -0.01 0.01 0.3318
H -0.281718 0.794789 3.563400 -0.02 0.00 -0.01 0.3446
S 0.779443 -0.093350 -3.519768 -0.17 -0.03 0.47 -0.1596
H 2.658320 1.449509 2.659183 -0.01 0.01 0.01 0.2847
H 2.579890 1.393906 0.911443 0.01 -0.01 0.00 0.4689
S -1.587169 1.771122 -2.997207 -0.07 -0.14 0.39 -0.2198
C -1.234323 -1.701115 0.013951 0.03 0.03 -0.01 0.6442
H -0.386500 -1.572871 1.852259 0.00 0.00 -0.01 0.0872
N -1.850140 -2.821471 0.415836 -0.01 -0.03 0.01 -0.3395
C 0.542890 0.135277 3.288577 0.04 -0.04 -0.03 -1.0145
N -1.357109 -1.211496 -1.183427 -0.15 0.06 0.10 -0.2453
S -1.331130 0.509251 -6.351562 -0.24 -0.33 0.11 -0.3114
H 0.234674 -0.898608 3.431201 0.05 -0.01 0.01 0.3499
H 1.022474 1.439754 -0.307680 0.00 0.03 -0.01 0.0813
S 0.928281 3.067296 -5.213431 0.26 0.16 0.33 -0.3118
As -0.261825 1.457363 -4.916219 -0.04 0.34 -0.82 0.5927
H -1.965632 -1.761321 -1.777684 0.00 -0.02 -0.03 0.1194
C 1.980785 1.507308 1.812488 -0.04 -0.01 0.04 -1.1287
C 0.343530 0.027242 0.831577 -0.02 -0.02 -0.05 0.6423
H 1.493448 2.485061 1.819923 -0.01 0.00 -0.03 0.4059
H -2.427850 -3.337516 -0.225644 0.00 0.00 0.00 0.2085
Mn -0.521182 0.333546 -1.982180 0.52 -0.18 -0.61 0.1894
N 1.013893 0.413199 1.928829 0.06 0.04 0.01 0.0584
N 0.435317 0.617831 -0.327998 -0.09 0.08 0.11 -0.2423
H -1.727640 -3.211256 1.333772 0.00 0.00 0.00 0.1795

=====

55
Properties=species:S:1:pos:R:3:forces:R:3:mulliken_charge:R:1 method="wB97M-V/def2-TZVPD" total_charge=-1 multiplicity=4 orbital_gap_ev="6.269 / 5.188" mol_weight_da=691.69 s_squared=3.8826 lumo_energy_ev="2.4 / 1.0" max_force_ev_per_a=1.9
H 3.895947 -4.822974 2.723490 0.00 -0.01 0.00 0.3833
C 0.921773 -0.565335 6.080913 -0.04 0.00 0.08 -0.7218
C -1.737304 -0.613546 2.417972 0.17 0.39 -0.07 0.8051
C 3.319581 2.367868 1.363345 -0.07 0.01 0.01 -0.0804
H 6.613785 -1.599982 2.013404 0.01 0.01 -0.01 0.3500
C 3.222305 -1.548397 2.224106 0.02 0.02 -0.04 -0.1057
C -2.209617 -1.416992 3.592540 -0.01 0.05 0.06 -1.5931
H 0.528267 -1.359584 6.702655 0.00 -0.02 0.02 0.3909
H -1.571178 -2.284318 3.762189 0.07 -0.08 0.01 0.2772
H 6.200639 -3.980923 2.466254 0.02 -0.02 0.00 0.3785
H 2.356243 2.858887 1.279454 0.00 0.00 -0.01 0.5314
C 2.994683 -2.896145 2.447812 -0.03 0.02 0.04 -0.2226
C 1.670903 1.695031 5.817049 -0.01 0.07 0.04 -0.6092
H -2.218067 -0.822486 4.504393 -0.01 0.03 0.06 0.3643
H 1.980964 -3.269062 2.535016 -0.01 -0.02 0.00 0.4564
C -1.750926 1.569055 3.660195 -0.05 0.05 -0.01 -1.6215
As 1.866848 -0.157578 1.997355 0.02 -0.06 0.05 0.4658
C 4.527582 -1.072537 2.052169 -0.04 -0.09 0.02 0.3855
C 1.178981 0.685294 6.626699 -0.01 -0.03 0.04 -0.4777
S 1.168325 0.432273 -1.345820 0.01 -0.07 -0.14 -0.0360
C 3.383741 1.024830 1.698497 -0.04 0.01 -0.08 -0.3700
H 0.993834 0.869648 7.676549 -0.01 0.01 0.04 0.3544
C 5.717474 2.422255 1.187611 0.04 0.03 -0.01 -0.6337
H 1.871081 2.674765 6.232526 0.00 0.02 0.01 0.3804
H -2.779581 1.511630 4.022770 -0.04 0.01 0.02 0.3986
S -1.487649 -1.546876 0.953037 0.02 0.20 -0.19 -0.3035
H 6.627566 2.970771 0.984985 0.04 0.03 -0.01 0.3860
S -1.757842 1.689964 -2.306165 0.04 -0.17 0.13 -0.2603
C 4.069397 -3.769130 2.545132 -0.02 -0.08 0.01 -0.6859
C -0.323028 1.843427 -3.153349 -0.14 0.07 -0.12 0.2693
H -1.090632 1.259334 4.468802 0.09 -0.04 0.13 0.1909
C 5.784178 1.073273 1.494585 0.02 -0.01 0.03 -0.5531
H -1.537155 2.612203 3.432848 0.01 0.02 0.01 0.3894
H 6.745436 0.576932 1.526723 0.04 -0.02 0.00 0.3472
C 1.655234 0.210256 3.918140 0.00 0.03 -0.05 0.7061
C 1.155701 -0.796888 4.736683 -0.05 -0.05 -0.09 -0.1629
C 4.616380 0.365794 1.751926 -0.04 0.08 -0.01 0.3521
N -1.263964 -1.332060 -1.736489 0.40 -1.58 -0.88 0.4344
S -1.136777 1.587083 0.968304 0.02 -0.23 -0.13 -0.2065
C -1.556374 0.720575 2.431181 -0.03 -0.41 -0.10 0.4362
H 0.938678 -1.772753 4.317823 -0.02 -0.02 0.00 0.1471
C 5.365576 -3.295911 2.395605 0.05 -0.04 0.02 -0.6556
Co -1.035751 -0.014699 -0.610719 -0.27 0.65 0.62 -0.3019
C 4.491290 3.069584 1.118515 -0.01 0.07 -0.02 -0.7065
H -3.219065 -1.796409 3.416337 -0.05 -0.01 0.01 0.3726
S 2.278516 1.671400 -3.784498 0.06 -0.02 0.03 -0.1203
C 1.425825 2.644076 -4.988733 -0.05 -0.09 0.14 0.5711
H 2.289347 2.260724 3.848549 -0.01 -0.02 0.02 0.2837
C 5.598340 -1.953722 2.142463 0.03 0.03 0.00 -0.5659
O -0.944535 -2.395294 -2.092048 -0.38 1.18 0.44 -0.3176
C 0.905013 1.309499 -2.754792 0.26 -0.03 0.13 -0.0061
H 4.448007 4.118792 0.856947 0.00 0.02 -0.01 0.4087
O 1.958918 3.144471 -5.940975 0.07 0.08 -0.15 -0.5799
C 1.904985 1.460285 4.469582 0.03 0.04 -0.10 -0.1643
S -0.299697 2.782819 -4.638638 -0.09 0.02 0.02 -0.1548